{"formula": "C8H14", "method": "the ωB97M-V functional and the def2-TZVPD basis", "smiles": "C/C=C(C)/C(C)=C/C", "spin_multiplicity": 1, "de_lowest_ev": 2.1248, "charge": 0, "elements": ["H", "C", "H", "C", "H", "H", "H", "C", "H", "C", "C", "H", "C", "H", "H", "H", "C", "C", "H", "H", "H", "H"], "coordinates": [[-1.9578, 2.1548, -0.1297], [-0.6747, 0.2989, 0.0614], [-3.4296, -0.4387, -0.6855], [0.7533, 0.2524, -0.1074], [-3.0786, -1.2572, 0.8054], [-2.1938, 1.1308, 1.3544], [1.4383, 1.5122, -1.6745], [-1.3302, -0.8655, -0.3211], [3.3882, -1.2550, 1.2116], [2.8651, -1.1044, 0.2449], [-1.4025, 1.5008, 0.6347], [0.7413, -1.8239, 0.6251], [1.4029, 1.5239, -0.5831], [3.3482, -0.2880, -0.2705], [0.7175, 2.3429, -0.2804], [2.3607, 1.8031, -0.2232], [1.3151, -0.9423, 0.3013], [-2.7861, -1.1918, -0.1654], [2.9356, -2.1261, -0.2012], [-0.6332, -1.4551, -0.9419], [-0.7551, 2.3001, 1.0706], [-3.0245, -2.0720, -0.7256]], "forces_ev_per_angstrom": [[0.537, -1.364, 0.577], [-2.846, -1.768, -0.908], [0.477, -0.125, 0.578], [1.126, -1.875, 1.650], [-0.943, -0.323, 2.869], [0.975, 0.680, -0.577], [-0.001, 0.108, -0.046], [1.256, 2.371, -0.261], [-0.670, 0.378, -0.144], [-1.586, -1.850, 0.499], [-1.088, 0.996, -0.150], [0.224, 0.906, 0.062], [-1.330, 0.207, -0.179], [0.146, -0.192, -0.467], [0.523, -0.310, -0.426], [1.003, -0.207, 0.489], [2.185, 2.459, -0.451], [0.680, 1.321, -3.585], [0.776, 0.920, -0.387], [-1.077, -0.331, 0.482], [-0.306, -1.107, 0.308], [-0.064, -0.893, 0.068]], "mulliken_charge": [0.31, 0.87, 0.30, 0.32, 0.36, 0.31, 0.29, -0.43, 0.28, -1.16, -1.38, 0.45, -1.33, 0.34, 0.32, 0.40, -0.29, -1.42, 0.27, 0.46, 0.38, 0.37]}

=====

{"formula": "C8H14AlF12O4P2", "method": "the ωB97M-V functional and the def2-TZVPD basis", "spin_multiplicity": 1, "de_lowest_ev": 0.0000, "charge": 1, "elements": ["F", "F", "H", "P", "F", "H", "O", "H", "H", "H", "Al", "H", "H", "P", "C", "F", "F", "H", "F", "F", "C", "C", "H", "H", "O", "F", "C", "H", "C", "H", "F", "C", "O", "H", "H", "F", "F", "O", "C", "F", "C"], "coordinates": [[2.4678, 0.0906, 2.0290], [-0.5065, -2.6602, -0.6816], [-2.5924, 1.3940, 3.0331], [2.3740, -0.9654, 3.2704], [3.9589, -1.0890, 3.3232], [-2.7232, -2.2845, 2.2808], [-1.8669, -0.4084, 2.5727], [-3.8349, 0.5999, 4.6573], [1.8720, 4.1624, -4.1988], [3.0581, 2.8711, -4.2976], [0.1284, -0.4236, 0.4563], [-2.6036, -2.2236, 4.5414], [-0.3788, 3.6224, -5.8512], [0.8618, -2.8081, -1.6540], [-2.0089, 0.6290, 3.5640], [0.7171, -0.7999, 3.1987], [0.7892, -1.1808, -1.9022], [-0.0540, 2.3277, -6.8236], [-0.0212, -3.0072, -2.9624], [2.4191, 0.1984, 4.4020], [0.7067, 1.6702, -2.8874], [1.1468, 2.2287, -5.0193], [1.2511, 3.5029, -6.6792], [-3.9110, -1.0831, 2.1759], [1.5789, 2.6756, -2.7828], [0.8843, -4.3694, -1.3396], [-2.9066, 0.0284, 4.6458], [-4.2238, -1.6920, 4.4687], [-2.9574, -1.2951, 2.6880], [1.7858, 1.4447, -5.4246], [2.3150, -2.1220, 2.1650], [0.4657, 2.9895, -6.1253], [0.2774, 0.9688, -2.0004], [-2.5343, 0.0990, 5.6657], [-1.0141, 0.9613, 3.8537], [2.2075, -3.0156, -2.4749], [1.7231, -2.3841, -0.3637], [0.1971, 1.6392, -4.1081], [-3.2186, -1.4005, 4.1707], [2.1562, -1.9813, 4.4948], [2.0143, 3.0899, -4.0802]], "forces_ev_per_angstrom": [[-1.019, 1.103, -1.116], [-0.320, 1.638, 0.914], [0.452, 0.402, 0.345], [2.491, -1.164, 3.335], [-0.362, 0.201, -0.260], [0.687, 0.309, -0.202], [1.060, -0.779, -0.746], [-0.031, -0.069, -0.054], [-0.278, -0.031, 0.221], [0.110, -0.072, 0.699], [1.683, -2.214, -0.730], [0.460, 0.538, 0.328], [0.594, 0.511, 0.646], [1.194, -3.227, -2.698], [-0.485, 0.685, -0.369], [-1.174, 0.363, -1.508], [-0.426, 0.144, 0.768], [0.516, -0.360, -0.044], [-0.271, 0.326, 0.756], [-0.450, 0.439, -1.449], [-0.267, 2.230, -0.978], [0.088, 0.802, -0.159], [-0.240, 0.300, -0.053], [0.410, 1.068, -0.207], [0.710, -1.044, 1.104], [-0.582, 0.753, 0.781], [-0.466, -0.026, 0.503], [-0.185, 0.152, -0.520], [-1.412, -2.118, -0.553], [-0.314, -0.244, -0.051], [-0.859, -0.178, -0.037], [-0.657, -0.667, -0.662], [-0.557, 0.234, 1.535], [0.460, -0.126, -0.187], [-0.033, -0.060, -0.083], [-0.112, 1.188, -0.007], [-0.101, 0.545, 1.848], [0.059, -1.138, 0.056], [0.123, -0.080, 0.743], [-0.182, -0.436, -0.918], [-0.314, 0.102, -0.992]], "mulliken_charge": [-0.32, -0.36, 0.31, 1.13, -0.29, 0.40, -0.11, 0.32, 0.32, 0.29, 1.79, 0.30, 0.36, 1.17, -0.46, -0.28, -0.26, 0.38, -0.32, -0.34, 0.63, 0.53, 0.39, 0.33, -0.31, -0.29, -0.55, 0.37, -0.51, 0.27, -0.33, -1.48, -0.50, 0.34, 0.34, -0.33, -0.27, -0.30, -0.60, -0.34, -0.41]}

=====

{"formula": "C8H14BBr13O", "method": "the ωB97M-V functional and the def2-TZVPD basis", "spin_multiplicity": 1, "charge": 0, "elements": ["Br", "Br", "Br", "B", "H", "H", "C", "Br", "C", "H", "H", "Br", "Br", "H", "Br", "Br", "H", "C", "H", "Br", "H", "C", "H", "H", "C", "C", "H", "H", "Br", "C", "O", "C", "Br", "Br", "Br", "H", "H"], "coordinates": [[4.2659, -2.5977, -1.3760], [-0.0930, -0.8055, -1.0308], [6.9468, -1.9219, -2.9444], [0.6964, 0.5813, 3.1876], [-1.2750, 2.1370, 4.4509], [-3.2616, 0.7421, 4.4354], [-0.6002, 0.0652, -5.6745], [-0.6859, 1.8736, -6.3111], [1.0479, 0.7241, -1.2544], [5.5778, -0.5067, -1.4512], [-0.7796, 1.1327, 1.6051], [1.0934, -0.3067, -4.8354], [0.0527, 2.3627, -1.1659], [2.7930, 1.2291, 3.2786], [4.2991, -0.2846, -3.5526], [2.5033, 0.6958, 0.0031], [-0.6831, -0.5875, -6.5317], [-0.4227, 1.5263, 2.5632], [-3.5735, -3.1082, -3.5921], [-2.0539, -0.3294, -4.4817], [-0.2326, -1.1254, 2.8228], [-1.6098, 1.7732, 3.4801], [1.7595, 2.1599, 4.3471], [2.2447, 0.5026, 4.7765], [5.3138, -1.2275, -2.2122], [1.9364, 1.1553, 3.9580], [-1.9226, -0.3010, 3.9689], [1.4789, 0.6636, -2.2438], [-5.3290, -4.4737, -2.5147], [-4.0586, -3.0409, -2.6281], [0.6369, -0.7758, 3.0256], [-2.5131, 0.5675, 3.6638], [-2.6887, -3.2020, -1.2899], [-4.9158, -1.3221, -2.5388], [-2.7102, 3.2557, 2.7930], [0.0460, 2.4910, 2.3500], [-3.0318, 0.3325, 2.7335]], "forces_ev_per_angstrom": [[-0.034, -0.052, 0.006], [-0.005, 0.042, -0.027], [0.030, -0.007, -0.003], [-0.050, -0.065, -0.222], [0.001, 0.051, -0.031], [-0.014, 0.039, -0.035], [0.011, 0.014, 0.059], [-0.001, 0.027, -0.017], [0.035, -0.029, 0.006], [-0.021, 0.006, -0.005], [-0.050, -0.042, 0.039], [0.013, -0.079, -0.083], [-0.009, 0.028, -0.025], [-0.030, 0.007, -0.021], [0.033, 0.057, -0.004], [0.041, 0.075, 0.073], [-0.003, -0.007, 0.012], [-0.015, 0.168, -0.004], [0.001, 0.004, 0.006], [-0.086, 0.014, -0.012], [-0.053, 0.054, -0.506], [0.054, -0.164, 0.152], [0.010, -0.008, -0.001], [0.005, -0.005, -0.015], [-0.030, 0.021, 0.023], [0.054, 0.014, 0.014], [-0.003, 0.018, 0.035], [0.010, -0.025, 0.012], [-0.023, -0.029, 0.000], [0.030, 0.053, -0.039], [0.098, -0.065, 0.637], [-0.025, -0.014, -0.010], [0.000, -0.107, 0.050], [-0.017, 0.025, 0.002], [-0.016, 0.054, -0.008], [0.005, -0.027, -0.048], [0.054, -0.046, -0.012]], "mulliken_charge": [0.00, 0.11, -0.04, 0.41, 0.39, 0.40, -0.39, -0.01, 0.06, 0.35, 0.14, 0.00, -0.02, 0.26, -0.03, -0.02, 0.35, -0.59, 0.33, 0.05, 0.27, 0.09, 0.33, 0.26, -0.30, -0.92, 0.28, -0.08, -0.04, -0.32, -0.57, -1.24, 0.00, -0.04, -0.19, 0.35, 0.35]}

=====

{"formula": "C8H14BBrO5P", "method": "the ωB97M-V functional and the def2-TZVPD basis", "spin_multiplicity": 1, "charge": -1, "elements": ["O", "O", "C", "H", "C", "C", "H", "O", "H", "H", "C", "H", "B", "H", "C", "H", "P", "C", "H", "H", "H", "C", "O", "H", "O", "C", "H", "H", "Br", "H"], "coordinates": [[-2.0292, 4.6362, 2.5143], [0.9272, -2.3073, 0.4778], [-2.3128, 4.5422, 1.3315], [-2.4397, 3.2323, -1.6872], [2.1774, -1.5619, 0.8383], [-1.9325, 3.4035, 0.4345], [-2.5864, 2.5518, 0.6412], [2.4951, -3.9633, 1.2249], [4.2510, -2.5304, 1.2978], [3.3290, -3.0236, -0.4417], [0.5948, -4.8770, -1.2156], [-3.2605, 5.8072, -1.3840], [1.0529, -3.6486, 1.1273], [-4.2792, 4.5059, -0.7199], [-3.2888, 4.9712, -0.6790], [0.6885, -3.4118, 2.2358], [2.1520, -0.1471, -0.4443], [3.2630, -2.7832, 0.7068], [0.2373, -4.1676, -2.0901], [-0.8838, 3.1287, 0.5692], [-1.2842, 4.5114, -1.2789], [-2.1815, 3.9826, -0.9352], [2.5615, -0.8678, -1.9789], [3.4720, -1.3072, -1.8746], [-3.0659, 5.4516, 0.6459], [0.0796, -4.5742, 0.1606], [-0.9789, -4.9572, 0.5558], [1.2799, -5.7875, -1.4884], [-0.0681, 0.4927, -0.5135], [2.0301, -1.3016, 1.9696]], "forces_ev_per_angstrom": [[-0.698, 0.439, -1.902], [2.016, 1.182, -0.209], [0.395, -0.191, 2.188], [0.024, 0.150, 0.073], [-2.520, -2.893, -0.081], [0.374, 0.005, -0.308], [0.171, 0.001, 0.123], [2.334, 2.132, -0.951], [-1.844, -0.911, -1.291], [0.692, 0.741, 2.000], [-1.762, 0.548, 0.783], [-0.111, 0.014, 0.291], [0.020, -0.280, 0.316], [0.047, 0.034, 0.020], [-0.334, 0.170, -0.568], [-0.788, -0.525, 1.155], [1.470, -0.054, -0.081], [-1.667, -0.351, -0.377], [-0.464, -2.571, 1.211], [-0.346, -0.159, 0.271], [-0.156, -0.094, 0.010], [0.334, -0.361, -0.790], [0.692, -0.403, 1.959], [-2.012, 0.806, -0.030], [0.298, 0.014, 0.638], [1.048, -2.350, -1.506], [1.257, 2.470, -1.695], [0.107, 2.873, 0.952], [0.730, -0.738, -0.257], [0.693, 0.304, -1.946]], "mulliken_charge": [-0.59, -0.49, 0.41, 0.33, 0.06, -0.21, 0.20, -0.56, 0.20, 0.25, -0.53, 0.30, 0.67, 0.25, -0.39, -0.34, 0.11, -0.53, 0.14, 0.21, 0.25, -0.43, -0.51, 0.33, -0.35, -0.28, 0.19, 0.21, -0.14, 0.25]}

=====

Number 1: gap between HOMO and LUMO 8.8 eV, maximum force 3.88 eV Å⁻¹. Number 2: gap between HOMO and LUMO 3.9 eV, maximum force 4.37 eV Å⁻¹. Number 3: gap between HOMO and LUMO 9.6 eV, maximum force 0.65 eV Å⁻¹. Number 4: gap between HOMO and LUMO 5.3 eV, maximum force 3.84 eV Å⁻¹.